The following is a quantum chemistry calculation of a molecular structure, C38H32Br2N3O5Sn, from the OMol25 dataset.

Values from the calculation:
lowest unoccupied orbital energy = -11.147 eV
total charge = +3
ΔE to the lowest compared entry with this formula, charge and spin = 13.6 kcal/mol
HOMO level = -14.88 eV

```
81
Properties=species:S:1:pos:R:3:forces:R:3:mulliken_charge:R:1
N -1.225 -3.078 -1.358 0.0 0.0 0.0 0.291
C 3.104 1.207 -4.362 -0.1 0.1 0.1 -0.849
H -0.524 -3.499 1.070 0.0 0.0 -0.1 0.565
Br 3.803 -4.481 -1.867 0.1 0.0 0.0 0.092
H -0.228 -5.404 2.609 0.0 0.0 0.0 0.473
H -3.980 2.324 1.499 0.0 0.0 0.0 0.517
C 0.724 -0.532 4.415 0.1 -0.2 0.0 -0.640
H -0.740 4.847 3.900 0.0 0.0 0.0 0.408
C -2.026 0.157 3.203 0.0 0.1 0.0 -0.112
O 1.472 -2.619 -1.370 -0.3 -1.6 -0.3 -0.367
H -4.173 2.816 -1.582 0.0 0.0 0.0 0.504
H 4.973 1.173 -3.313 0.0 0.0 0.0 0.488
C -0.410 -4.067 -1.667 0.2 0.0 0.1 -0.265
C -0.013 -4.399 2.947 0.0 0.0 0.1 -0.701
N 0.191 0.622 4.177 0.0 0.2 0.0 0.132
H 1.457 -0.511 5.216 0.0 0.0 0.0 0.503
H -3.989 0.006 2.371 0.0 0.0 0.0 0.545
C 3.539 2.464 -2.367 0.0 0.1 0.0 0.949
C 3.970 1.567 -3.337 -0.1 0.0 0.0 -0.502
C -3.151 3.122 -1.403 0.0 0.2 -0.1 -0.566
Sn 0.210 -0.410 -0.371 0.1 0.0 -0.5 1.255
C -2.547 -3.308 -1.364 0.0 -0.2 0.0 0.464
C 0.692 -2.915 4.665 -0.1 -0.1 0.0 -0.722
H 1.015 4.856 3.587 0.0 0.0 0.0 0.294
H 2.240 -6.909 -2.498 0.0 0.0 0.0 0.491
C 0.804 4.472 -1.056 0.2 0.0 0.1 -0.722
C 0.447 -4.201 4.249 0.0 0.1 0.0 -0.887
C -0.944 0.995 3.413 0.0 0.1 -0.1 -0.396
O 0.053 -1.020 1.602 -0.1 0.2 0.3 -0.422
H -4.301 -2.526 -0.437 0.0 0.0 0.0 0.502
H -4.134 -4.724 -1.677 0.0 0.0 0.0 0.512
O 0.130 1.628 -1.044 0.0 -0.2 0.3 -1.160
Br -0.332 -8.053 -2.741 -0.1 -0.2 0.0 0.070
C -0.832 -5.367 -1.987 0.1 0.1 0.0 0.818
C 0.161 -6.364 -2.292 0.1 0.2 0.1 0.385
C -0.182 -3.337 2.082 0.0 0.0 -0.1 -0.296
H -0.127 4.801 2.222 0.0 0.0 0.0 0.209
C -0.956 2.329 2.986 0.0 0.0 0.0 1.132
C -3.064 -4.570 -1.687 0.0 0.0 0.0 -0.992
H 3.453 0.533 -5.131 0.0 0.0 0.0 0.472
H 0.401 3.070 -3.541 0.0 0.0 0.0 0.582
H -2.606 -6.587 -2.225 0.0 0.0 0.0 0.457
H 0.619 1.421 4.643 -0.1 -0.1 0.0 0.301
H -2.375 1.135 -1.577 -0.1 0.0 0.0 0.514
C -2.057 2.801 2.286 0.0 -0.1 0.0 -0.521
H 1.166 1.466 -5.253 0.0 0.0 0.0 0.475
C 5.660 2.535 -1.282 0.1 0.0 0.0 -0.929
C -2.151 2.183 -1.408 0.3 -0.2 0.1 -0.777
H 2.771 4.519 -1.221 -0.1 0.0 -0.1 0.343
C 1.383 2.624 -3.469 0.1 0.0 -0.1 -0.011
H -3.671 5.206 -1.144 0.0 0.0 0.0 0.442
C 0.467 -1.811 3.818 0.1 0.0 0.1 0.976
H 6.080 3.038 -0.417 0.0 0.0 0.0 0.267
H -1.323 5.904 -0.876 0.0 0.1 0.0 0.475
H 0.901 5.453 -0.597 0.0 -0.1 0.1 0.543
C -2.214 -5.607 -1.992 0.0 0.1 0.0 -0.800
H 6.188 2.852 -2.182 0.0 0.0 0.0 0.399
O 4.286 2.925 -1.334 -0.2 0.0 -0.1 -0.488
C 1.058 -3.736 -1.623 0.6 0.8 0.1 0.725
C 2.238 2.984 -2.444 0.2 -0.1 0.1 -0.180
C -2.875 4.479 -1.170 0.0 -0.2 0.0 -0.906
C 0.093 -2.022 2.470 0.1 0.0 0.0 0.263
C -3.124 0.637 2.509 0.0 0.1 0.0 -1.064
H -3.854 -1.747 -1.947 0.0 0.0 0.0 0.344
C 2.024 -4.867 -1.934 -0.4 -0.1 0.0 -0.151
C 1.817 1.728 -4.433 0.1 0.0 0.0 -1.108
C 1.556 -6.106 -2.260 0.1 0.3 0.1 -0.502
C -0.509 3.922 -1.104 0.0 -0.1 0.0 0.956
N 1.937 4.012 -1.510 -0.1 0.0 0.1 0.126
H -2.027 -0.844 3.611 0.0 0.0 0.0 0.637
C -0.801 2.532 -1.186 -0.5 0.5 0.0 1.202
O 0.142 3.051 3.323 -0.1 0.0 -0.1 -0.512
C -3.454 -2.179 -1.026 0.0 0.1 0.1 -0.961
H 1.022 -2.732 5.680 0.1 0.0 0.0 0.458
H -2.104 3.827 1.958 0.0 0.1 -0.1 0.516
H -2.934 -1.395 -0.472 0.0 -0.1 0.0 -0.046
H 5.746 1.455 -1.160 0.0 0.0 0.0 0.367
H 0.599 -5.036 4.916 0.0 0.0 0.0 0.431
C -3.125 1.947 2.042 0.0 0.0 0.0 -0.800
C 0.054 4.480 3.248 0.0 0.0 0.0 -0.801
C -1.568 4.859 -1.019 0.0 0.0 -0.1 -0.713
```
Positions in Å, forces in eV/Å.